No. 1
Entry from OMol25: a single C4H7N3 molecule (wB97M-V/def2-TZVPD).

## Properties
- energy (eV) = -8731.021
- frontier orbital gap (eV) = 10.389
- energy above the lowest of the compared OMol25 structures with the same formula, charge and spin (eV) = 0.659
- 2S+1 = 1

Positions of all 14 atoms, in Å:
C  0.6862  -1.4679  -1.2449
C  0.4202  0.0392  -1.1816
C  0.0515  0.4702  0.2028
C  -1.1382  0.9290  0.7102
N  -0.8929  1.0691  2.0345
N  0.3602  0.7245  2.3399
N  0.9351  0.3647  1.2382
H  0.9358  -1.7859  -2.2628
H  1.5177  -1.7287  -0.5831
H  -0.1946  -2.0297  -0.9151
H  1.3149  0.5859  -1.4999
H  -0.3865  0.3133  -1.8702
H  -2.0922  1.1588  0.2604
H  -1.5173  1.3575  2.7717

Atoms 1-3, force components in eV/Å:
0.0 -0.1 0.0
0.0 0.1 0.0
-0.1 0.0 0.0

Here are the Mulliken charges for atoms 1 to 6, given in e: number 1, C, carries -1.127; number 2, C, carries -0.386; number 3, C, carries 0.210; number 4, C, carries -0.188; number 5, N, carries 0.226; number 6, N, carries -0.635

No. 2
Entry from OMol25: a single C4H7N3 molecule (wB97M-V/def2-TZVPD).

## Properties
- energy (eV) = -8730.737
- frontier orbital gap (eV) = 10.372
- energy above the lowest of the compared OMol25 structures with the same formula, charge and spin (eV) = 0.943
- 2S+1 = 1

Positions of all 14 atoms, in Å:
C  2.0250  -0.8613  -0.0889
C  0.9170  0.0303  -0.6505
C  -0.3964  0.1156  0.0752
C  -1.7142  -0.0091  -0.2981
N  -2.3950  0.6293  0.6900
N  -1.5639  1.1244  1.6133
N  -0.3701  0.7934  1.2624
H  2.9627  -0.5848  -0.5793
H  2.1456  -0.6761  0.9810
H  1.8948  -1.9358  -0.2502
H  1.2990  1.0592  -0.5848
H  0.7554  -0.1661  -1.7114
H  -2.2240  -0.5086  -1.1127
H  -3.3361  0.9896  0.6540

Atoms 1-3, force components in eV/Å:
0.1 0.0 0.1
0.1 0.0 -0.2
0.1 0.3 0.0

Here are the Mulliken charges for atoms 1 to 6, given in e: number 1, C, carries -1.102; number 2, C, carries -0.366; number 3, C, carries 0.266; number 4, C, carries -0.305; number 5, N, carries 0.213; number 6, N, carries -0.710

No. 3
Entry from OMol25: a single C4H7N3 molecule (wB97M-V/def2-TZVPD).

## Properties
- energy (eV) = -8731.460
- frontier orbital gap (eV) = 9.818
- energy above the lowest of the compared OMol25 structures with the same formula, charge and spin (eV) = 0.219
- 2S+1 = 1

Positions of all 14 atoms, in Å:
H  1.0424  -2.4625  -0.1251
N  0.3585  -2.0429  -0.7599
C  0.0640  -0.9245  -0.2472
C  0.6048  -0.3193  1.0281
C  0.4534  1.1768  0.7549
N  -0.7439  1.2127  -0.0728
C  -0.8579  0.0933  -0.8755
N  -1.5912  0.0307  -1.9124
H  -1.5342  -0.8993  -2.3257
H  -0.0262  -0.6348  1.8681
H  1.6349  -0.6231  1.2410
H  1.3432  1.5376  0.2162
H  0.3290  1.7696  1.6632
H  -1.0768  2.0858  -0.4529

Atoms 1-3, force components in eV/Å:
-0.1 -0.4 -0.3
0.0 0.4 0.2
0.1 -0.3 0.0

Here are the Mulliken charges for atoms 1 to 6, given in e: number 1, H, carries 0.257; number 2, N, carries -0.680; number 3, C, carries 0.514; number 4, C, carries -0.541; number 5, C, carries -0.571; number 6, N, carries -0.246

No. 4
Entry from OMol25: a single C4H7N3 molecule (wB97M-V/def2-TZVPD).

## Properties
- energy (eV) = -8727.743
- frontier orbital gap (eV) = 9.598
- energy above the lowest of the compared OMol25 structures with the same formula, charge and spin (eV) = 3.937
- 2S+1 = 1

Positions of all 14 atoms, in Å:
N  -1.9688  -0.7327  0.5380
C  -0.8587  0.0070  0.0853
C  0.1091  -0.1318  -1.0677
C  0.6877  -0.0454  0.2721
N  1.7467  -0.8455  0.7452
C  0.4401  1.2312  -0.5515
N  -0.9400  1.4671  -0.0823
H  -2.6676  -0.7965  -0.1970
H  -1.7304  -1.6636  0.8536
H  0.3473  -0.7927  -1.8851
H  2.3661  -0.3838  1.3999
H  2.2992  -1.2145  -0.0210
H  1.1381  1.9727  -0.9199
H  -0.9687  1.9285  0.8304

Atoms 1-3, force components in eV/Å:
0.1 -0.1 -0.1
-0.2 -0.2 0.1
0.0 -0.1 -0.4

Here are the Mulliken charges for atoms 1 to 6, given in e: number 1, N, carries -0.628; number 2, C, carries 0.340; number 3, C, carries -0.602; number 4, C, carries 0.420; number 5, N, carries -0.612; number 6, C, carries -0.570

No. 5
Entry from OMol25: 2 unconnected molecules or ions with the total composition C4H7N3 at a distorted geometry (wB97M-V/def2-TZVPD).

## Properties
- energy (eV) = -8708.574
- net charge = +2
- frontier orbital gap (eV) = 9.924
- energy above the lowest of the compared OMol25 structures with the same formula, charge and spin (eV) = 2.203
- 2S+1 = 1

Positions of all 14 atoms, in Å:
C  -0.6728  2.5684  1.5898
C  0.4551  -1.9317  0.1594
C  -0.4449  1.4141  -1.6081
C  1.5209  -2.1391  0.8398
N  -0.5411  1.9786  0.6110
N  -0.3278  1.1221  -0.3491
N  -0.5337  -1.6818  -0.5660
H  -0.7086  3.1434  2.4880
H  -0.6043  2.4683  -1.8333
H  -0.4699  0.6788  -2.3335
H  2.5454  -2.2752  0.4314
H  1.7766  -2.3187  1.9303
H  -1.2274  -2.3156  -0.9698
H  -0.7674  -0.7116  -0.3898

Atoms 1-3, force components in eV/Å:
0.5 -1.1 -2.0
1.7 -1.6 0.7
-0.4 3.3 3.4

Here are the Mulliken charges for atoms 1 to 6, given in e: number 1, C, carries -0.062; number 2, C, carries 0.618; number 3, C, carries -0.171; number 4, C, carries -0.669; number 5, N, carries 0.163; number 6, N, carries -0.280

No. 6
Entry from OMol25: a gas-phase ion, C4H7N3 (charge +2) at a distorted geometry (wB97M-V/def2-TZVPD).

## Properties
- energy (eV) = -8709.214
- net charge = +2
- frontier orbital gap (eV) = 9.957
- energy above the lowest of the compared OMol25 structures with the same formula, charge and spin (eV) = 1.563
- 2S+1 = 1

Positions of all 14 atoms, in Å:
C  -1.0050  0.7855  -1.7789
N  -0.4774  0.0254  -0.9477
N  -0.9177  -1.2527  -0.7541
C  -0.3875  -1.8198  0.2281
C  0.3864  -0.8863  1.1564
C  0.4201  0.4427  0.5492
N  1.0953  1.4985  0.6333
H  -1.6567  0.2995  -2.5324
H  -0.9604  1.8184  -1.6834
H  -0.6282  -2.8554  0.3978
H  -0.1976  -0.9819  1.9642
H  1.4193  -1.1433  1.4856
H  1.7776  1.7463  1.3945
H  1.1319  2.3229  -0.1126

Atoms 1-3, force components in eV/Å:
-1.8 -0.8 -1.8
1.1 0.1 4.9
0.2 -0.5 -1.9

Here are the Mulliken charges for atoms 1 to 6, given in e: number 1, C, carries -0.048; number 2, N, carries 0.463; number 3, N, carries -0.547; number 4, C, carries -0.146; number 5, C, carries -0.554; number 6, C, carries 0.540

No. 7
Entry from OMol25: a single C4H7N3O molecule at a distorted geometry (wB97M-V/def2-TZVPD).

## Properties
- energy (eV) = -10778.679
- frontier orbital gap (eV) = 7.968
- energy above the lowest of the compared OMol25 structures with the same formula, charge and spin (eV) = 1.069
- 2S+1 = 1

Positions of all 15 atoms, in Å:
N  -2.6624  -0.1980  -0.0354
C  -1.2612  -0.0256  0.0538
C  -0.4468  1.0957  -0.0040
C  0.9038  0.5305  0.0107
N  2.0551  1.3270  -0.0172
C  0.8242  -0.8183  0.1013
O  1.8788  -1.7069  0.0830
N  -0.5048  -1.1771  0.1476
H  -3.1092  0.6184  -0.4927
H  -3.1116  -0.3805  0.8520
H  -0.7153  2.1277  -0.1992
H  2.1154  1.9330  0.7958
H  2.9058  0.7993  -0.1715
H  1.9203  -2.1022  -0.8055
H  -0.7921  -2.0231  -0.3188

Atoms 1-3, force components in eV/Å:
-0.3 0.9 -0.8
-0.3 0.7 0.0
0.4 -2.1 -0.2

Here are the Mulliken charges for atoms 1 to 6, given in e: number 1, N, carries -0.547; number 2, C, carries 0.138; number 3, C, carries -0.761; number 4, C, carries 0.793; number 5, N, carries -0.590; number 6, C, carries -0.255

No. 8
Entry from OMol25: a single C4H7N3O molecule at a distorted geometry (wB97M-V/def2-TZVPD).

## Properties
- energy (eV) = -10773.018
- frontier orbital gap (eV) = 8.772
- energy above the lowest of the compared OMol25 structures with the same formula, charge and spin (eV) = 6.730
- 2S+1 = 1

Positions of all 15 atoms, in Å:
C  -2.4354  -0.0272  0.1788
N  -1.4100  -0.9439  -0.1962
C  -0.1363  -0.6034  0.0090
C  1.0445  -1.3658  -0.0321
C  2.0983  -0.6669  -0.0501
N  1.8919  0.7314  0.2526
N  0.3675  0.7446  0.5686
O  -0.1858  1.7607  -0.3815
H  -2.2469  0.5585  1.1602
H  -2.6717  0.5620  -0.5918
H  -3.3979  -0.5696  0.4248
H  1.0288  -2.5513  -0.0949
H  3.1780  -1.1272  -0.4647
H  2.3955  1.7529  0.3845
H  0.4794  1.7451  -1.1670

Atoms 1-3, force components in eV/Å:
-0.9 -1.6 4.6
5.0 0.4 1.1
-4.0 1.2 1.5

Here are the Mulliken charges for atoms 1 to 6, given in e: number 1, C, carries -0.766; number 2, N, carries -0.584; number 3, C, carries 0.644; number 4, C, carries -0.382; number 5, C, carries -0.106; number 6, N, carries -0.382

no.,highest occupied orbital energy (eV)
1,-9.516
2,-9.486
3,-9.151
4,-8.584
5,-19.623
6,-20.811
7,-7.267
8,-8.236